Entry 1:
Density functional theory data (wB97M-V/def2-TZVPD) for C4H8N2O2 as an isolated structure at a distorted geometry.

```
! RIJCOSX wB97M-V def2-TZVPD def2/J DEFGRID3
* xyz 0 1
C -0.375 0.298 1.329
C 0.893 -0.038 0.639
C 0.589 -0.901 -0.599
C -0.464 -1.935 -0.496
H -1.736 2.319 -0.583
H 0.158 1.514 -1.126
H -1.136 -0.412 1.910
H 1.174 -0.945 1.412
H 1.783 1.752 -0.058
H 1.482 -0.691 -1.267
H -0.653 -2.857 -1.095
H -1.312 -1.718 0.317
N -0.703 2.037 -0.271
N -1.038 1.375 0.848
O 1.978 0.956 0.414
O -0.639 -0.755 -1.374
*
```

The energy relative to the best compared isomer or geometry (same formula, charge and spin) comes out at 189.91 kcal per mole. The value obtained for the frontier orbital gap is 9.160 eV. The HOMO energy is -0.3148 hartree. The LUMO energy is 0.60 eV.


Entry 2:
Density functional theory data (wB97M-V/def2-TZVPD) for a 10-piece molecular cluster, C7H32O9 overall at a distorted geometry.

```
! RIJCOSX wB97M-V def2-TZVPD def2/J DEFGRID3
* xyz 0 1
C 0.493 -3.022 -2.434
C 1.343 -1.973 -1.752
C 0.921 -1.470 -0.589
C 1.705 -0.351 0.124
C 0.748 0.813 0.268
C -0.608 0.494 1.008
C -0.473 0.295 2.454
H -0.272 -2.451 -2.962
H -0.168 -3.511 -1.678
H 0.973 -3.721 -3.140
H 2.280 -1.647 -2.173
H 0.042 -1.781 -0.064
H 2.672 -0.108 -0.533
H 2.212 -0.765 1.001
H 1.329 1.666 0.565
H 0.560 1.160 -0.794
H -1.008 -0.272 0.340
H -1.220 1.406 0.821
H -0.248 1.187 3.023
H -1.372 -0.131 2.923
H 0.376 -0.367 2.568
O -2.162 -0.007 -2.761
H -2.021 -0.578 -1.961
H -2.892 0.529 -2.451
O -3.019 -2.793 1.829
H -3.187 -1.902 2.182
H -2.082 -2.878 2.000
O 2.999 2.329 -1.656
H 2.130 2.013 -1.934
H 3.314 2.886 -2.361
O -0.511 2.062 -3.360
H -1.074 1.307 -3.655
H -0.296 2.419 -4.264
O 2.260 1.446 3.818
H 2.653 1.191 2.975
H 1.614 2.115 3.458
O -2.152 2.751 -1.095
H -1.450 3.137 -0.569
H -1.621 2.088 -1.564
O -0.538 -2.546 2.848
H 0.247 -2.498 2.320
H -0.532 -3.071 3.662
O 1.991 3.262 1.727
H 2.561 4.023 1.846
H 2.005 2.981 0.794
O -2.894 -1.550 -0.437
H -2.092 -2.064 -0.415
H -3.537 -2.104 0.050
*
```

The energy relative to the best compared isomer or geometry (same formula, charge and spin) comes out at 27.80 kcal per mole. The value obtained for the frontier orbital gap is 9.717 eV. The HOMO energy is -0.3464 hartree. The LUMO energy is 0.29 eV.


Entry 3:
Density functional theory data (wB97M-V/def2-TZVPD) for a 2-piece molecular cluster, CH2INO3P overall at a distorted geometry.

```
! RIJCOSX wB97M-V def2-TZVPD def2/J DEFGRID3
* xyz -1 1
C 2.378 -0.740 0.113
N 1.094 -0.620 0.081
O -2.375 1.514 1.240
O 0.416 0.488 -0.106
O -2.650 1.531 -1.321
P -2.136 0.943 -0.088
I -2.572 -1.520 0.011
H 2.806 -1.714 0.173
H 3.037 0.117 -0.103
*
```

The energy relative to the best compared isomer or geometry (same formula, charge and spin) comes out at 48.98 kcal per mole. The value obtained for the frontier orbital gap (alpha / beta) is 6.340 / 6.345 eV. The HOMO energy (alpha / beta) is -0.1463 / -0.1465 hartree. The LUMO energy (alpha / beta) is 2.36 / 2.36 eV.


Entry 4:
Density functional theory data (wB97M-V/def2-TZVPD) for C29H34MoNO4S4Te as an isolated structure at a distorted geometry.

```
! RIJCOSX wB97M-V def2-TZVPD def2/J DEFGRID3
* xyz 0 2
Mo -0.661 -0.431 -0.516
C 0.890 0.036 3.839
C 1.051 -0.972 2.700
C 1.935 -2.147 3.104
O 1.659 -0.360 1.565
C -0.380 -1.492 2.345
O -1.014 -2.144 3.141
O -0.767 -1.115 1.178
H 1.865 0.401 4.159
H 0.399 -0.444 4.681
H 0.276 0.879 3.520
H 2.895 -1.774 3.456
H 2.090 -2.795 2.241
H 1.452 -2.717 3.892
H 1.379 0.565 1.515
S -0.395 1.804 0.270
S -1.996 2.881 -0.526
S -1.938 2.437 -2.486
S -1.606 0.297 -2.435
C 9.233 0.821 0.844
C 7.836 0.399 0.503
C 7.325 -0.819 0.922
C 6.025 -1.207 0.628
C 5.523 -2.529 1.130
C 5.220 -0.362 -0.141
Te 3.218 -1.183 -0.675
N 0.960 -1.360 -1.198
C 0.366 -2.523 -1.305
O -0.898 -2.490 -1.218
C 1.032 -3.805 -1.621
C 2.052 -4.356 -0.854
C 2.607 -5.573 -1.222
C 2.141 -6.244 -2.340
C 1.105 -5.709 -3.086
C 0.547 -4.499 -2.726
C 3.541 -0.948 -2.772
C 2.797 -0.035 -3.514
C 1.875 0.977 -2.909
C 2.905 -0.043 -4.903
C 3.730 -0.938 -5.561
C 3.811 -0.974 -7.054
C 4.491 -1.816 -4.799
C 4.410 -1.836 -3.418
C 5.236 -2.809 -2.634
C 5.704 0.879 -0.538
C 4.841 1.839 -1.295
C 7.009 1.242 -0.226
H 9.746 0.054 1.418
H 9.221 1.739 1.429
H 9.800 1.015 -0.064
H 7.951 -1.483 1.504
H 6.268 -3.005 1.764
H 5.304 -3.197 0.296
H 4.608 -2.387 1.706
H 2.377 -3.870 0.057
H 3.401 -5.999 -0.627
H 2.578 -7.190 -2.621
H 0.725 -6.237 -3.947
H -0.272 -4.076 -3.289
H 1.858 0.921 -1.815
H 0.858 0.810 -3.272
H 2.171 1.983 -3.210
H 2.306 0.655 -5.471
H 3.101 -0.288 -7.508
H 3.604 -1.980 -7.418
H 4.812 -0.703 -7.385
H 5.145 -2.516 -5.301
H 5.802 -3.457 -3.299
H 4.584 -3.425 -2.008
H 5.934 -2.275 -1.987
H 3.794 1.588 -1.132
H 5.057 1.784 -2.362
H 5.020 2.860 -0.964
H 7.382 2.205 -0.545
*
```

The energy relative to the best compared isomer or geometry (same formula, charge and spin) comes out at 76.86 kcal per mole. As for the expectation value of S²: 0.77. The value obtained for the frontier orbital gap (alpha / beta) is 4.189 / 4.177 eV. The HOMO energy (alpha / beta) is -0.2565 / -0.2526 hartree. The LUMO energy (alpha / beta) is -2.79 / -2.70 eV.


Entry 5:
Density functional theory data (wB97M-V/def2-TZVPD) for C40H48N4O5PPtSSi as an isolated structure at a distorted geometry.

```
! RIJCOSX wB97M-V def2-TZVPD def2/J DEFGRID3
* xyz 3 1
Pt -0.801 0.286 -0.027
C 1.273 1.445 -2.052
C 0.683 0.690 -3.235
C 1.055 1.426 -4.525
C -0.832 0.544 -3.129
C -1.472 -0.222 -4.299
O -2.185 -1.330 -3.660
C -1.936 -1.306 -2.383
N -1.199 -0.311 -1.965
C -2.359 -2.462 -1.583
C -2.538 -3.668 -2.249
C -2.934 -4.802 -1.546
C -3.179 -4.723 -0.188
C -3.010 -3.517 0.490
C -2.587 -2.385 -0.196
P -2.623 -0.812 0.667
C -2.486 -1.016 2.409
C -1.513 -1.902 2.907
C -1.356 -2.047 4.272
C -2.150 -1.305 5.142
C -3.099 -0.412 4.658
C -3.263 -0.252 3.293
C -4.145 -0.043 0.127
C -5.322 -0.487 0.742
C -6.548 -0.050 0.267
C -6.608 0.815 -0.816
C -5.441 1.256 -1.429
C -4.210 0.826 -0.964
H 2.346 1.271 -1.968
H 0.869 1.132 -1.052
H 1.097 2.516 -2.133
H 1.111 -0.316 -3.261
H 0.548 2.391 -4.585
H 0.807 0.852 -5.418
H 2.127 1.612 -4.556
H -1.285 1.527 -3.000
H -0.735 -0.674 -4.960
H -2.191 0.344 -4.883
H -2.362 -3.725 -3.313
H -3.063 -5.738 -2.071
H -3.515 -5.596 0.356
H -3.237 -3.470 1.547
H -0.896 -2.478 2.229
H -0.623 -2.738 4.663
H -2.025 -1.422 6.211
H -3.714 0.152 5.345
H -4.006 0.439 2.920
H -5.292 -1.177 1.576
H -7.457 -0.391 0.743
H -7.569 1.142 -1.189
H -5.494 1.938 -2.266
H -3.308 1.180 -1.448
C 7.333 -1.322 -3.196
C 6.773 -0.556 -2.000
S 5.190 -1.194 -1.494
O 4.144 -0.236 -1.838
O 5.024 -2.556 -1.943
C 5.198 -1.227 0.299
C 4.120 -2.200 0.787
N 2.889 -1.478 1.176
C 1.787 -1.453 0.413
N 0.825 -0.737 1.019
C 1.329 -0.329 2.241
C 2.593 -0.793 2.334
N 3.549 -0.496 3.380
O 3.143 0.223 4.263
O 4.659 -0.971 3.271
C 1.653 -2.139 -0.897
H 8.294 -0.885 -3.462
H 6.675 -1.248 -4.059
H 7.481 -2.372 -2.957
H 6.588 0.494 -2.223
H 7.427 -0.630 -1.130
H 4.982 -0.200 0.589
H 6.174 -1.510 0.687
H 4.482 -2.789 1.623
H 3.825 -2.888 -0.002
H 0.766 0.221 2.974
H 1.680 -3.222 -0.763
H 2.461 -1.860 -1.573
H 0.701 -1.870 -1.340
C -2.657 2.657 1.584
Si -1.060 2.651 0.666
C -1.144 3.555 -0.946
C 0.275 3.325 1.730
C -0.084 4.544 2.344
C 0.767 5.152 3.250
C 1.991 4.577 3.562
C 2.374 3.394 2.947
C 1.527 2.785 2.035
H -2.757 3.714 1.856
H -2.587 2.083 2.504
H -3.537 2.358 1.021
H -1.794 4.408 -0.712
H -1.579 3.056 -1.809
H -0.153 3.921 -1.205
H -1.012 5.049 2.100
H 0.475 6.086 3.712
H 2.659 5.071 4.254
H 3.331 2.947 3.181
H 1.871 1.889 1.533
*
```

The energy relative to the best compared isomer or geometry (same formula, charge and spin) comes out at 18.00 kcal per mole. The value obtained for the frontier orbital gap is 5.623 eV. The HOMO energy is -0.6020 hartree. The LUMO energy is -10.76 eV.


Entry 6:
Density functional theory data (wB97M-V/def2-TZVPD) for a 5-piece molecular cluster, C24H29ClN2O6 overall at a distorted geometry.

```
! RIJCOSX wB97M-V def2-TZVPD def2/J DEFGRID3
* xyz 0 1
C -15.628 -30.245 49.985
C -16.398 -29.061 50.507
N -16.356 -27.976 49.376
C -16.990 -28.138 48.200
C -17.259 -26.894 47.730
N -16.579 -26.049 48.618
C -16.169 -26.719 49.672
C -16.334 -24.601 48.493
H -16.004 -30.533 49.067
H -15.671 -31.064 50.622
H -14.590 -30.014 49.774
H -15.890 -28.843 51.510
H -17.282 -29.327 50.973
H -17.458 -29.040 47.855
H -17.500 -26.547 46.751
H -15.436 -26.339 50.421
H -16.855 -24.165 49.409
H -16.535 -24.119 47.493
H -15.339 -24.309 48.865
Cl -18.849 -31.640 47.848
C -17.783 -36.296 50.226
C -18.531 -35.060 49.652
C -19.989 -35.080 49.561
C -20.597 -36.181 50.160
C -19.996 -37.315 50.612
C -18.612 -37.385 50.605
O -18.018 -38.608 50.992
O -20.607 -33.885 49.104
H -16.772 -36.341 50.399
H -17.838 -34.227 49.332
H -21.632 -36.250 50.219
H -20.637 -38.156 50.962
H -17.014 -38.334 50.923
H -20.062 -33.369 48.615
C -17.459 -32.561 42.153
C -17.807 -31.633 43.262
C -19.204 -31.312 43.498
C -20.172 -31.834 42.621
C -19.816 -32.715 41.552
C -18.510 -33.092 41.311
O -18.193 -33.990 40.319
O -19.594 -30.346 44.360
H -16.361 -32.812 42.133
H -16.938 -31.178 43.585
H -21.137 -31.688 42.734
H -20.410 -33.010 40.966
H -17.440 -34.393 40.453
H -19.564 -30.699 45.307
C -15.195 -33.585 47.568
C -13.808 -34.173 47.908
C -13.156 -35.068 47.094
C -13.894 -35.577 45.889
C -15.157 -34.975 45.637
C -15.831 -34.059 46.431
O -16.977 -33.312 46.040
O -11.889 -35.543 47.380
H -15.600 -32.662 48.098
H -13.203 -33.877 48.787
H -13.590 -36.281 45.073
H -15.702 -35.118 44.656
H -17.163 -32.827 46.817
H -11.441 -35.132 48.175
*
```

The energy relative to the best compared isomer or geometry (same formula, charge and spin) comes out at 25.03 kcal per mole. The value obtained for the frontier orbital gap is 6.199 eV. The HOMO energy is -0.2647 hartree. The LUMO energy is -1.00 eV.


Repeat the first record exactly.
Density functional theory data (wB97M-V/def2-TZVPD) for C4H8N2O2 as an isolated structure at a distorted geometry.

```
! RIJCOSX wB97M-V def2-TZVPD def2/J DEFGRID3
* xyz 0 1
C -0.375 0.298 1.329
C 0.893 -0.038 0.639
C 0.589 -0.901 -0.599
C -0.464 -1.935 -0.496
H -1.736 2.319 -0.583
H 0.158 1.514 -1.126
H -1.136 -0.412 1.910
H 1.174 -0.945 1.412
H 1.783 1.752 -0.058
H 1.482 -0.691 -1.267
H -0.653 -2.857 -1.095
H -1.312 -1.718 0.317
N -0.703 2.037 -0.271
N -1.038 1.375 0.848
O 1.978 0.956 0.414
O -0.639 -0.755 -1.374
*
```

The energy relative to the best compared isomer or geometry (same formula, charge and spin) comes out at 189.91 kcal per mole. The value obtained for the frontier orbital gap is 9.160 eV. The HOMO energy is -0.3148 hartree. The LUMO energy is 0.60 eV.